No. 1
A 2-piece molecular cluster, C2HI2N3 overall in a non-equilibrium geometry, computed with ωB97M-V/def2-TZVPD.

Properties
orbital gap: 8.06 eV
charge: 0
energy: -22757.8169 eV

CARTESIAN COORDINATES (ANGSTROEM)
C (-1.381, 0.209, -0.142)
C (1.522, -1.273, 0.253)
N (-1.575, 1.372, 0.102)
N (-1.327, -0.885, -0.612)
N (2.038, -0.263, 0.405)
I (-0.455, 2.975, -0.243)
I (-1.347, -2.705, -0.043)
H (2.525, 0.569, 0.280)

Cartesian forces, eV/Å:
C 0.442 0.427 -0.513
C -0.729 -2.019 -0.104
N -0.742 1.219 0.798
N -0.150 0.136 -1.033
N 0.520 1.030 0.115
I 0.326 -0.017 0.031
I -0.287 -1.992 0.666
H 0.619 1.216 0.039

=====

No. 2
C2HI5S as an isolated structure in a non-equilibrium geometry, computed with ωB97M-V/def2-TZVPD.

Properties
orbital gap (alpha / beta): 7.04 / 6.56 eV
charge: 0
energy: -53424.5362 eV

CARTESIAN COORDINATES (ANGSTROEM)
C (-0.399, 1.650, -0.421)
C (0.655, -2.086, 0.019)
S (0.229, 1.412, 1.190)
I (-2.362, 2.537, -0.419)
I (1.064, 2.402, -1.797)
I (-0.995, -1.473, -1.141)
I (0.206, -3.401, 1.599)
I (2.581, -2.238, -0.922)
H (-0.979, 1.197, 1.892)

Cartesian forces, eV/Å:
C -0.327 0.927 0.312
C 0.113 -0.238 -0.436
S -0.772 -0.317 0.436
I 0.662 -0.308 -0.358
I -0.709 -0.417 0.658
I 0.721 -0.367 0.296
I 0.272 0.418 -0.469
I -1.176 0.104 0.546
H 1.217 0.198 -0.984

=====

No. 3
C2HI5S as an isolated structure in a non-equilibrium geometry, computed with ωB97M-V/def2-TZVPD.

Properties
orbital gap (alpha / beta): 6.89 / 6.89 eV
charge: 0
energy: -53425.0351 eV

CARTESIAN COORDINATES (ANGSTROEM)
C (-0.626, -0.993, -0.120)
C (0.408, 1.185, 0.551)
S (0.683, -1.881, -0.961)
I (-2.219, -0.188, -1.234)
I (-0.976, -2.024, 1.574)
I (1.406, 0.619, 2.281)
I (-1.221, 2.439, 0.725)
I (1.687, 1.712, -1.030)
H (0.859, -0.870, -1.786)

Cartesian forces, eV/Å:
C 1.553 1.469 -0.796
C -0.517 -1.811 -0.584
S -0.841 0.494 0.498
I 0.078 -0.837 -0.198
I -0.810 -0.423 1.162
I 0.150 0.253 0.167
I 0.053 0.550 0.584
I -0.055 -0.062 0.000
H 0.390 0.367 -0.835

=====

No. 4
A 2-piece molecular cluster, C2HIN2O2 overall in a non-equilibrium geometry, computed with ωB97M-V/def2-TZVPD.

Properties
orbital gap (alpha / beta): 7.82 / 7.82 eV
charge: 0
energy: -17259.7593 eV

CARTESIAN COORDINATES (ANGSTROEM)
C (2.833, 0.394, -0.373)
C (0.374, -2.333, 0.552)
N (1.783, 0.167, 0.007)
N (1.405, -1.286, 2.480)
O (0.190, -2.876, -0.458)
O (0.713, -2.148, 1.668)
I (4.719, 0.858, -0.732)
H (0.959, -1.405, 3.348)

Cartesian forces, eV/Å:
C 0.941 0.301 0.047
C 0.493 -0.309 -0.363
N -1.394 -0.483 -0.015
N 2.763 2.340 0.041
O -0.145 0.389 0.107
O -1.891 -1.739 -0.947
I 0.323 0.054 -0.177
H -1.090 -0.553 1.307

=====

No. 5
A 2-piece molecular cluster, C2HIO2 overall in a non-equilibrium geometry, computed with ωB97M-V/def2-TZVPD.

Properties
orbital gap: 8.84 eV
charge: 0
energy: -14283.3624 eV

CARTESIAN COORDINATES (ANGSTROEM)
C (0.241, 0.982, 0.437)
C (-0.488, -0.857, -0.171)
O (1.401, 1.127, 0.319)
O (-1.451, -1.381, 0.324)
I (0.731, -1.662, -1.578)
H (-0.434, 1.791, 0.669)

Cartesian forces, eV/Å:
C 0.240 -2.568 -1.721
C -2.220 1.948 3.306
O -0.130 -0.230 0.175
O 2.059 1.253 -1.157
I 0.992 -0.557 -1.062
H -0.941 0.154 0.460

=====

No. 6
C2HLaO3 as an isolated structure in a non-equilibrium geometry, computed with ωB97M-V/def2-TZVPD.

Properties
orbital gap (alpha / beta): 5.50 / 5.97 eV
2S+1: 2
charge: +3
expectation value of S²: 0.757
energy: -9046.5030 eV

CARTESIAN COORDINATES (ANGSTROEM)
O (-0.397, -1.471, 0.462)
H (-0.167, -2.194, -0.163)
O (-1.719, 0.678, -0.038)
O (-2.773, 0.135, 0.697)
C (-0.870, -0.210, -0.368)
C (0.487, -0.208, -0.333)
La (-4.923, 1.709, 1.004)

Cartesian forces, eV/Å:
O -1.179 2.797 -1.483
H -0.192 -0.408 -0.070
O -0.701 -0.033 -0.142
O -3.414 1.683 0.650
C 1.133 -1.982 1.896
C 2.046 -0.314 -0.598
La 2.308 -1.743 -0.255